Arrangement 1

C15H18N4O3 | the ωB97M-V functional and the def2-TZVPD basis

LUMO level ... 0.24 eV
HOMO-LUMO gap ... 9.106 eV

The geometry in XYZ format:
```
40
Properties=species:S:1:pos:R:3:nbo_charge:R:1
C -2.66 -0.20 -1.22 -0.168
C -1.80 0.69 -2.12 0.664
C -2.58 -1.68 -1.70 -0.446
C -1.21 -2.21 -1.46 0.104
C -0.55 -3.06 -2.36 -0.145
C 0.61 -2.53 -0.60 0.207
C -0.26 0.86 -0.14 -0.215
C -0.68 2.15 0.40 0.797
C 1.20 0.80 -0.04 -0.425
C 1.68 0.86 1.36 -0.066
C 1.60 -0.17 2.31 -0.230
C 2.45 1.90 1.77 -0.169
C 2.38 -0.27 3.48 -0.183
C 3.31 1.84 3.07 -0.198
C 3.22 0.75 3.92 -0.262
H -4.77 -0.23 -2.29 0.380
H -3.77 1.60 -1.11 0.405
H -2.33 -0.26 -0.22 0.225
H -3.27 -2.44 -1.27 0.234
H -2.67 -2.07 -2.74 0.236
H -0.96 -3.74 -3.30 0.248
H 1.47 -2.16 0.23 0.204
H 1.47 -4.10 -2.07 0.457
H -0.14 1.93 -2.07 0.443
H -0.76 0.03 0.37 0.300
H 1.80 1.40 -0.83 0.243
H 1.32 -0.24 -0.47 0.241
H 1.16 -1.19 2.21 0.223
H 2.77 2.66 1.22 0.198
H 2.62 -1.23 4.30 0.217
H 3.95 2.81 3.25 0.221
H 3.82 0.30 4.87 0.233
H -0.39 3.98 0.31 0.498
N -4.03 0.46 -1.22 -0.831
N -0.53 -1.92 -0.32 -0.505
N 0.82 -3.11 -1.81 -0.573
N -0.61 1.07 -1.52 -0.617
O -2.12 1.31 -3.30 -0.662
O -1.53 2.15 1.29 -0.574
O -0.03 3.26 -0.20 -0.706
```

***

Arrangement 2

C15H18N4O3 | the ωB97M-V functional and the def2-TZVPD basis

LUMO level ... 0.66 eV
HOMO-LUMO gap ... 8.935 eV

The geometry in XYZ format:
```
40
Properties=species:S:1:pos:R:3:nbo_charge:R:1
C -1.32 2.18 0.24 -0.128
C -1.69 0.65 0.06 0.704
C -2.23 2.88 -0.91 -0.440
C -1.95 2.12 -2.20 0.091
C -2.82 1.27 -2.97 -0.119
C -0.94 1.64 -3.90 0.167
C -0.74 -1.67 0.66 -0.122
C -1.52 -1.75 2.07 0.783
C 0.59 -2.50 0.50 -0.410
C 1.88 -2.04 1.24 -0.017
C 3.02 -2.58 0.60 -0.202
C 2.11 -1.05 2.19 -0.214
C 4.28 -2.12 0.82 -0.219
C 3.36 -0.40 2.38 -0.215
C 4.45 -0.92 1.62 -0.217
H 0.43 2.17 -0.92 0.384
H 0.35 3.39 0.17 0.364
H -1.53 2.49 1.33 0.221
H -1.79 3.88 -0.82 0.219
H -3.31 2.92 -0.55 0.241
H -3.76 0.72 -2.67 0.248
H -0.27 1.66 -4.67 0.174
H -2.05 0.34 -4.76 0.415
H 0.22 0.27 0.55 0.422
H -1.48 -2.30 0.05 0.246
H 0.32 -3.45 0.87 0.241
H 0.73 -2.54 -0.56 0.226
H 2.84 -3.45 -0.04 0.203
H 1.22 -0.55 2.56 0.200
H 5.07 -2.75 0.37 0.224
H 3.33 0.52 2.97 0.228
H 5.54 -0.61 1.98 0.220
H -2.44 -0.83 3.40 0.502
N 0.16 2.42 0.10 -0.870
N -0.86 2.39 -2.88 -0.483
N -2.09 1.07 -4.11 -0.496
N -0.59 -0.21 0.29 -0.660
O -2.84 0.29 -0.24 -0.630
O -1.35 -2.72 2.74 -0.608
O -2.35 -0.82 2.46 -0.671
```

***

Energy comparison, zero being the most stable, in kcal/mol: arrangement 1 170.7; arrangement 2 0.0.

***

Arrangement 1

C3H4N2O2S | the ωB97M-V functional and the def2-TZVPD basis

LUMO level ... -0.20 eV
HOMO-LUMO gap ... 7.765 eV

The geometry in XYZ format:
```
12
Properties=species:S:1:pos:R:3:nbo_charge:R:1
C -0.32 0.30 -0.70 0.292
C 0.39 -1.62 0.66 -0.052
C -0.52 1.69 -0.32 -0.700
N 1.19 -0.85 1.28 -0.137
N -0.70 -0.45 -1.53 0.134
O -0.91 -1.56 -1.90 -0.372
O 1.50 0.36 1.18 -0.584
S -0.45 -2.78 0.00 0.287
H -0.15 2.13 0.57 0.279
H -1.68 1.86 -0.39 0.236
H 0.07 2.29 -0.99 0.255
H 1.56 -1.38 2.14 0.363
```

***

Arrangement 2

C3H4N2O2S | the ωB97M-V functional and the def2-TZVPD basis

LUMO level ... -0.22 eV
SMILES string ... O=CO/N=C\NC=S
HOMO-LUMO gap ... 8.616 eV

The geometry in XYZ format:
```
12
Properties=species:S:1:pos:R:3:nbo_charge:R:1
O 3.11 -0.91 -0.38 -0.527
C 2.14 -1.25 0.19 0.646
O 1.00 -0.50 0.19 -0.408
N 1.08 0.74 -0.46 -0.124
C -0.02 1.38 -0.41 0.208
N -1.24 0.94 0.03 -0.614
C -1.83 -0.32 0.14 -0.089
S -1.57 -1.85 -0.44 -0.037
H 1.98 -2.12 0.81 0.135
H -0.01 2.40 -0.80 0.205
H -1.84 1.69 0.40 0.412
H -2.78 -0.20 0.73 0.192
```

***

Arrangement 3

C3H4N2O2S | the ωB97M-V functional and the def2-TZVPD basis

LUMO level ... 0.36 eV
SMILES string ... O=C[C@@H]1ONC=NS1
HOMO-LUMO gap ... 9.465 eV

The geometry in XYZ format:
```
12
Properties=species:S:1:pos:R:3:nbo_charge:R:1
O 2.93 -0.06 -0.24 -0.525
C 1.96 0.37 0.41 0.379
C 0.66 0.35 -0.27 -0.202
O -0.16 1.36 0.33 -0.384
N -1.48 1.21 -0.43 -0.358
C -2.20 0.12 0.12 0.191
N -1.72 -1.04 0.20 -0.537
S -0.04 -1.27 -0.05 0.439
H 2.35 0.81 1.50 0.172
H 1.07 0.58 -1.28 0.232
H -1.85 2.22 -0.21 0.393
H -3.28 0.11 0.23 0.199
```

***

Energy comparison, zero being the most stable, in kcal/mol: arrangement 1 114.5; arrangement 2 0.0; arrangement 3 40.3.

***

Arrangement 1

C3H9N4S | the ωB97M-V functional and the def2-TZVPD basis

Multiplicity ... 3
LUMO level (alpha / beta) ... -3.16 / -7.56 eV
Net charge ... +1
HOMO-LUMO gap (alpha / beta) ... 9.173 / 5.741 eV

The geometry in XYZ format:
```
17
Properties=species:S:1:pos:R:3:mulliken_spin:R:1
C 2.19 0.42 0.70 0.098
C 0.26 0.53 -0.39 0.126
C 1.05 -1.71 0.12 -0.005
N 1.82 1.77 0.57 0.922
N 0.77 1.86 -0.11 0.632
N -0.81 0.27 -1.03 0.046
N 1.20 -0.31 -0.09 0.072
S -3.63 0.67 0.15 0.001
H 3.34 0.32 0.45 0.040
H 2.15 0.05 1.81 0.052
H 0.35 -2.03 0.96 0.003
H 0.81 -2.06 -0.91 0.002
H 2.03 -2.04 0.29 0.004
H -0.98 -0.56 -1.55 0.001
H -1.51 0.97 -1.18 0.005
H -4.25 1.75 0.37 0.000
H -4.78 0.10 -0.18 0.000
```

***

Arrangement 2

C3H9N4S | the ωB97M-V functional and the def2-TZVPD basis

Multiplicity ... 3
LUMO level (alpha / beta) ... -2.90 / -4.96 eV
Net charge ... +1
HOMO-LUMO gap (alpha / beta) ... 6.652 / 9.218 eV

The geometry in XYZ format:
```
17
Properties=species:S:1:pos:R:3:mulliken_spin:R:1
C 3.60 0.36 -0.16 0.602
C -1.13 0.64 0.14 -0.009
C -1.60 -1.61 -0.71 0.005
N 2.38 0.18 -0.09 0.155
N 1.25 0.01 0.00 1.087
N -1.23 0.27 1.41 0.014
N -1.38 -0.19 -0.85 0.016
S -0.85 2.31 -0.28 0.011
H 4.01 1.07 -0.84 0.065
H 4.26 -0.21 0.47 0.061
H -2.63 -1.83 -0.43 0.001
H -1.40 -2.09 -1.67 0.000
H -0.92 -2.04 0.02 -0.002
H -1.32 -0.70 1.65 -0.002
H -0.95 0.89 2.16 0.001
H -1.36 0.18 -1.79 -0.003
H -0.73 2.77 0.96 -0.001
```

***

Energy comparison, zero being the most stable, in kcal/mol: arrangement 1 14.7; arrangement 2 0.0.

***

Arrangement 1

C15H4AuBBr2Cl5F4NO | the ωB97M-V functional and the def2-TZVPD basis

LUMO level ... -2.51 eV
HOMO-LUMO gap ... 6.075 eV

The geometry in XYZ format:
```
34
Properties=species:S:1:pos:R:3:nbo_charge:R:1
Au 0.28 1.76 -1.56 1.394
Cl -1.01 -3.04 4.84 -0.265
C 0.12 -0.05 1.82 -0.074
C 0.93 1.72 0.35 -0.193
C 1.85 2.30 1.15 -0.091
Cl 2.43 3.85 0.70 0.105
C 2.53 1.58 2.23 -0.052
Cl 4.15 2.07 2.50 0.087
C 1.99 0.65 3.08 -0.083
Cl 2.90 -0.04 4.36 0.067
C 0.59 0.31 3.00 -0.059
Cl -0.39 0.42 4.42 0.061
Br -2.13 -0.81 -5.29 0.145
C -1.62 -1.33 -3.57 -0.119
C -1.99 -2.64 -3.12 -0.246
C -1.66 -3.09 -1.91 -0.084
Br -2.13 -4.81 -1.34 0.110
C -0.88 -2.24 -1.01 -0.204
C -0.35 -2.69 0.12 0.258
C 0.16 -3.18 1.20 -0.442
C 0.38 0.42 0.59 0.144
N -0.02 0.05 -0.72 -0.501
C -0.59 -0.89 -1.45 0.272
C -0.92 -0.44 -2.80 0.253
O -0.58 0.77 -3.19 -0.753
H -2.56 -3.27 -3.80 0.253
H 1.12 -3.68 1.17 0.261
H -1.45 -4.24 4.94 0.270
H -0.34 -3.07 2.15 0.279
F 0.75 5.72 -1.39 -0.531
B -0.22 4.84 -1.73 1.379
F -0.86 4.24 -0.66 -0.554
F -1.05 5.21 -2.73 -0.528
F 0.60 3.59 -2.37 -0.560
```

***

Arrangement 2

C15H4AuBBr2Cl5F4NO | the ωB97M-V functional and the def2-TZVPD basis

LUMO level ... -2.68 eV
HOMO-LUMO gap ... 5.856 eV

The geometry in XYZ format:
```
34
Properties=species:S:1:pos:R:3:mulliken_charge:R:1
Au -0.22 -0.62 0.02 0.828
Cl 3.15 3.11 -0.92 0.143
C 2.83 3.54 0.74 -0.294
C 0.19 1.33 -0.35 -0.337
C -0.58 2.39 -0.57 0.543
Cl -2.29 2.10 -0.67 -0.162
C -0.23 3.84 -0.63 0.522
Cl -1.21 4.78 -1.69 -0.159
C 0.61 4.49 0.19 -0.178
Cl 0.67 6.22 0.20 -0.126
C 1.63 3.94 1.09 0.282
Cl 1.43 4.17 2.80 -0.147
Br 1.46 -5.38 0.30 -0.092
C 2.42 -3.79 0.07 -0.335
C 3.78 -3.82 -0.06 -0.343
C 4.50 -2.63 -0.21 -0.335
Br 6.38 -2.74 -0.33 -0.231
C 3.86 -1.40 -0.24 0.981
C 4.63 -0.19 -0.32 0.335
C 5.28 0.87 -0.39 -1.182
C 1.63 1.03 -0.56 -0.351
N 1.65 -0.23 -0.17 -0.117
C 2.46 -1.39 -0.15 0.023
C 1.70 -2.58 0.04 0.963
O 0.39 -2.58 0.18 -0.869
H 4.31 -4.76 -0.03 0.449
H 5.80 -0.28 -0.06 0.331
H 3.81 4.26 -1.12 0.401
H 2.58 3.26 -2.18 0.333
F -4.13 -1.69 1.21 -0.314
B -2.85 -2.10 1.01 0.573
F -2.05 -2.09 2.12 -0.334
F -2.69 -3.17 0.20 -0.303
F -2.23 -0.86 0.14 -0.498
```

***

Energy comparison, zero being the most stable, in kcal/mol: arrangement 1 0.0; arrangement 2 229.8.

***

Arrangement 1

C3H2N2O2 | the ωB97M-V functional and the def2-TZVPD basis

LUMO level ... 0.76 eV
HOMO-LUMO gap ... 9.399 eV

The geometry in XYZ format:
```
9
Properties=species:S:1:pos:R:3:nbo_charge:R:1
C -2.07 -1.82 -0.45 0.484
C -0.80 0.77 0.39 0.207
C -3.22 0.95 -0.08 0.895
N -2.04 0.76 -0.24 -0.637
N 0.13 0.43 -0.43 -0.749
O -2.53 -2.26 0.47 -0.496
O -4.39 0.99 -0.15 -0.491
H 1.12 0.71 -0.24 0.405
H 0.06 0.03 -1.35 0.380
```

***

Arrangement 2

C3H2N2O2 | the ωB97M-V functional and the def2-TZVPD basis

LUMO level ... -1.16 eV
SMILES string ... N#CC(=O)/C=N\O
HOMO-LUMO gap ... 9.510 eV

The geometry in XYZ format:
```
9
Properties=species:S:1:pos:R:3:nbo_charge:R:1
N 1.47 0.53 -1.76 -0.229
C 0.75 0.56 -0.81 0.157
C 0.38 0.66 0.62 0.449
O 1.10 1.30 1.32 -0.426
C -0.90 -0.18 1.11 -0.078
N -1.53 -1.04 0.32 -0.059
O -0.85 -1.44 -0.82 -0.530
H -1.40 0.19 2.02 0.232
H -1.48 -1.72 -1.41 0.485
```

***

Arrangement 3

C3H2N2O2 | the ωB97M-V functional and the def2-TZVPD basis

LUMO level ... -0.78 eV
SMILES string ... O=Cc1ncno1
HOMO-LUMO gap ... 10.345 eV

The geometry in XYZ format:
```
9
Properties=species:S:1:pos:R:3:nbo_charge:R:1
O -2.57 -0.74 -0.18 -0.447
C -1.79 0.18 -0.05 0.372
C -0.32 -0.02 -0.02 0.378
N 0.58 0.91 0.11 -0.446
C 1.73 0.18 0.08 0.126
N 1.56 -1.11 -0.04 -0.106
O 0.19 -1.24 -0.11 -0.242
H -2.10 1.23 0.05 0.146
H 2.72 0.61 0.16 0.218
```

***

Arrangement 4

C3H2N2O2 | the ωB97M-V functional and the def2-TZVPD basis

LUMO level ... -0.57 eV
HOMO-LUMO gap ... 10.741 eV

The geometry in XYZ format:
```
9
Properties=species:S:1:pos:R:3:nbo_charge:R:1
N -1.39 -0.56 -0.50 -0.580
C -0.74 0.32 0.10 0.540
O 0.61 0.48 0.32 -0.508
C 1.51 -0.40 -0.19 0.659
O 1.27 -1.37 -0.85 -0.546
C -1.43 1.77 0.48 0.171
N -1.56 1.09 1.45 -0.281
H -0.78 -1.25 -0.95 0.400
H 2.51 -0.08 0.12 0.146
```

***

Energy comparison, zero being the most stable, in kcal/mol: arrangement 1 9.0; arrangement 2 44.8; arrangement 3 0.0; arrangement 4 36.2.